Entry 1
Computed, not measured: a 2-piece molecular cluster, C4H8N3 overall, with ωB97M-V/def2-TZVPD.

```
15
C4H8N3 (ωB97M-V/def2-TZVPD)
C 1.3290 0.2689 0.1550
C -3.0710 -0.0312 0.0611
C 2.7291 -0.0979 0.0396
C 1.6335 -0.9588 -0.5913
N 0.4193 1.0961 0.4413
N -3.7099 -0.9711 0.4761
N -2.2256 0.8898 0.0385
H 3.3806 0.6457 -0.5333
H 3.2125 -0.6834 0.8671
H 1.3901 -1.7925 -0.0726
H 1.1545 -1.0605 -1.6338
H 0.5342 1.9252 1.0877
H -3.9618 -1.7842 0.0319
H -2.2400 1.6906 -0.4674
H -0.5743 0.8634 0.1000
```

Summary:
net charge	+1
E_HOMO	-14.340	eV

Taken from the natural (NBO) analysis, the atomic charges in e are:
1 C 0.442
2 C 0.714
3 C -0.450
4 C -0.452
5 N -0.623
6 N -0.618
7 N -0.838
8 H 0.286
9 H 0.292
10 H 0.255
11 H 0.272
12 H 0.442
13 H 0.420
14 H 0.409
15 H 0.449

---

Entry 2
Computed, not measured: C4H8N3 as an isolated structure, with ωB97M-V/def2-TZVPD.

```
15
C4H8N3 (ωB97M-V/def2-TZVPD)
C 0.8183 0.5577 0.9256
C 1.0464 1.3076 -0.3742
C -1.1259 -0.5415 1.0130
C -0.8747 -0.4314 -0.5619
N -0.3283 0.6477 1.4496
N 1.3426 -0.6397 0.2332
N 0.5648 -0.1196 -0.8361
H 0.3938 2.0840 -0.6500
H 2.0004 1.6221 -0.7960
H -2.1654 -0.2673 1.2578
H -0.9893 -1.4741 1.5221
H -1.0457 -1.3011 -1.0465
H -1.4620 0.3411 -0.8925
H 0.9543 -1.4925 0.4857
H 0.8707 -0.2931 -1.7298
```

Summary:
net charge	+1
E_HOMO	-14.737	eV

Taken from the natural (NBO) analysis, the atomic charges in e are:
1 C 0.409
2 C -0.206
3 C -0.275
4 C -0.242
5 N -0.352
6 N -0.419
7 N -0.191
8 H 0.238
9 H 0.261
10 H 0.261
11 H 0.233
12 H 0.236
13 H 0.238
14 H 0.368
15 H 0.438

---

Winner for stability: entry 1

---

Entry 1
Computed, not measured: one molecule with the formula C16H18N2OS, with ωB97M-V/def2-TZVPD.

```
38
C16H18N2OS (ωB97M-V/def2-TZVPD)
C 4.1782 -2.2651 -2.9915
O 3.6157 -2.7043 -1.7789
C 2.2888 -2.4916 -1.5618
C 1.4281 -1.8447 -2.4423
C 0.0928 -1.6888 -2.1124
C -0.4116 -2.1717 -0.9142
C -1.8485 -1.9176 -0.5381
N -1.9669 -0.6223 0.1015
C -2.2717 0.5056 -0.5682
S -3.0593 0.5181 -2.0227
N -2.0078 1.6935 0.0417
C -1.1139 1.9548 1.0877
C 0.0999 1.2766 1.1839
C 0.9736 1.5541 2.2189
C 0.6531 2.5215 3.1546
C -0.5396 3.2160 3.0433
C -1.4370 2.9488 2.0213
C -2.7283 3.7009 1.9078
C 0.4559 -2.8092 -0.0333
C 1.7870 -2.9721 -0.3508
H 4.1057 -1.1780 -3.0989
H 5.2277 -2.5525 -2.9503
H 3.7048 -2.7481 -3.8524
H 1.7819 -1.4590 -3.3852
H -0.5671 -1.1803 -2.7995
H -2.4862 -1.8979 -1.4244
H -2.2123 -2.6784 0.1571
H -1.4767 -0.5176 0.9796
H -2.4746 2.4875 -0.3744
H 0.3753 0.5533 0.4293
H 1.9094 1.0198 2.2827
H 1.3326 2.7421 3.9634
H -0.7834 3.9786 3.7687
H -3.5668 3.0142 1.7982
H -2.7152 4.3591 1.0377
H -2.8915 4.3128 2.7908
H 0.0824 -3.1873 0.9080
H 2.4655 -3.4707 0.3232
```

Summary:
net charge	0
SMILES string	COc1ccc(CNC(=S)Nc2ccccc2C)cc1
E_HOMO	-8.069	eV

Taken from the natural (NBO) analysis, the atomic charges in e are:
1 C -0.254
2 O -0.511
3 C 0.382
4 C -0.327
5 C -0.175
6 C -0.086
7 C -0.244
8 N -0.589
9 C 0.299
10 S -0.281
11 N -0.629
12 C 0.206
13 C -0.276
14 C -0.202
15 C -0.221
16 C -0.186
17 C -0.059
18 C -0.636
19 C -0.188
20 C -0.283
21 H 0.176
22 H 0.201
23 H 0.177
24 H 0.221
25 H 0.233
26 H 0.252
27 H 0.205
28 H 0.401
29 H 0.423
30 H 0.229
31 H 0.218
32 H 0.215
33 H 0.210
34 H 0.227
35 H 0.216
36 H 0.224
37 H 0.209
38 H 0.223

---

Entry 2
Computed, not measured: one molecule with the formula C16H18N2OS, with ωB97M-V/def2-TZVPD.

```
38
C16H18N2OS (ωB97M-V/def2-TZVPD)
O 0.9182 2.0987 2.1635
C 0.6096 1.4788 1.1399
C 0.2185 0.2187 1.0555
C -1.1146 -0.0344 0.4734
C -1.7387 -1.2764 0.7030
N -3.2032 -1.2801 -0.0271
C -3.6031 -2.6948 0.4594
C -4.7353 -3.1418 0.1770
C -5.1715 -4.4589 0.2470
C -4.1864 -5.1868 1.3108
C -3.1028 -4.7364 1.8129
C -2.7906 -3.3967 1.2451
S -1.3853 -2.3973 1.7954
N 0.9563 1.9622 -0.1625
C 0.9673 1.3060 -1.2909
C 2.3807 1.4407 -2.0891
C 3.5134 1.4554 -1.3767
C 4.0207 2.8353 -0.9102
C 3.1527 3.3264 0.2828
C 1.6083 3.4839 0.0552
H 0.6525 -0.6420 1.8452
H -1.7662 0.8502 -0.0800
H -5.3502 -2.6724 -0.8704
H -6.0128 -4.8167 0.1035
H -4.6411 -6.1018 1.7015
H -2.5259 -5.2853 2.4070
H 0.7312 0.3925 -0.9089
H 0.1408 1.7648 -1.9413
H 2.4863 2.3157 -2.6253
H 2.3820 0.5279 -2.9253
H 3.5276 0.6811 -0.4279
H 4.2542 0.8790 -2.0524
H 5.2151 2.6217 -0.4609
H 4.0941 3.3810 -1.5566
H 3.3350 2.7524 0.9468
H 3.5238 4.4809 0.3202
H 1.5413 3.7787 -1.1796
H 1.0982 4.0898 0.6401
```

Summary:
net charge	0
SMILES string	O=C(/C=C/c1nc2ccccc2s1)N1CCCCCC1
E_HOMO	-8.317	eV

Taken from the natural (NBO) analysis, the atomic charges in e are:
1 O -0.607
2 C 0.564
3 C -0.262
4 C -0.177
5 C -0.128
6 N -0.362
7 C -0.024
8 C -0.163
9 C -0.127
10 C -0.180
11 C -0.251
12 C -0.136
13 S 0.524
14 N -0.430
15 C -0.210
16 C -0.409
17 C -0.420
18 C -0.278
19 C -0.357
20 C -0.150
21 H 0.250
22 H 0.277
23 H 0.209
24 H 0.178
25 H 0.203
26 H 0.223
27 H 0.225
28 H 0.162
29 H 0.202
30 H 0.199
31 H 0.183
32 H 0.225
33 H 0.180
34 H 0.126
35 H 0.174
36 H 0.197
37 H 0.167
38 H 0.203

---

Winner for stability: entry 1

---

Entry 1
Computed, not measured: a 2-piece molecular cluster, C4H13NO overall, with ωB97M-V/def2-TZVPD.

```
19
C4H13NO (ωB97M-V/def2-TZVPD)
C -1.5787 0.8846 0.3297
C -0.2516 1.6353 0.0735
O 0.6727 0.7348 -0.4740
C 2.0711 0.8153 -0.1373
C 2.5172 2.2635 0.0516
H -1.8274 0.8601 1.3869
H -2.4232 1.3418 -0.1916
H -1.4085 -0.0871 -0.1312
H -0.0162 2.1521 1.0155
H -0.2768 2.5509 -0.5492
H 2.4798 0.2562 -0.9844
H 2.3884 0.1975 0.7131
H 3.5613 2.3899 -0.2429
H 2.4906 2.5366 1.1043
H 1.9225 2.8498 -0.6391
N -2.5664 -5.5550 -0.5505
H -2.7465 -4.6133 -0.8865
H -3.3070 -5.7036 0.1308
H -1.7014 -5.5094 -0.0187
```

Summary:
net charge	0
SMILES string	CCOCC.N
E_HOMO	-9.489	eV

Taken from the natural (NBO) analysis, the atomic charges in e are:
1 C -0.635
2 C -0.074
3 O -0.551
4 C -0.054
5 C -0.654
6 H 0.208
7 H 0.208
8 H 0.229
9 H 0.164
10 H 0.161
11 H 0.187
12 H 0.160
13 H 0.219
14 H 0.214
15 H 0.218
16 N -1.059
17 H 0.353
18 H 0.352
19 H 0.354

---

Entry 2
Computed, not measured: a 2-piece molecular cluster, C4H13NO overall, with ωB97M-V/def2-TZVPD.

```
19
C4H13NO (ωB97M-V/def2-TZVPD)
C 0.6404 0.9701 -1.8373
C 1.1679 0.3509 -0.5153
C 1.4142 1.3544 0.6031
N 0.8658 0.8968 1.8984
C 1.2438 -0.4665 2.2896
H -0.4309 0.7968 -1.8738
H 0.7807 2.0493 -1.8782
H 1.2103 0.5246 -2.6499
H 0.3385 -0.2795 -0.1815
H 2.0411 -0.2866 -0.6131
H 2.4863 1.5409 0.7191
H 0.9175 2.2895 0.3293
H 1.2424 1.5011 2.6152
H 1.8621 -0.4861 3.1916
H 0.3575 -1.0680 2.5143
H 1.7726 -1.0205 1.5129
O -5.7350 -3.1597 -1.9346
H -5.6014 -2.5741 -2.6828
H -6.5738 -2.9331 -1.5070
```

Summary:
net charge	0
SMILES string	CCCNC.O
E_HOMO	-8.628	eV

Taken from the natural (NBO) analysis, the atomic charges in e are:
1 C -0.607
2 C -0.421
3 C -0.210
4 N -0.628
5 C -0.429
6 H 0.211
7 H 0.200
8 H 0.211
9 H 0.208
10 H 0.200
11 H 0.161
12 H 0.189
13 H 0.351
14 H 0.186
15 H 0.190
16 H 0.188
17 O -0.944
18 H 0.472
19 H 0.473

---

Winner for stability: entry 2

---

Entry 1
Computed, not measured: an isolated ion of composition C4H10N3S and charge +1, with ωB97M-V/def2-TZVPD.

```
18
C4H10N3S (ωB97M-V/def2-TZVPD)
C 1.7515 0.7860 -0.1962
C 0.2939 0.8697 -0.6718
C -0.6848 -0.0112 -0.0378
C -0.9872 0.1555 1.4316
N 2.4335 1.7984 0.0849
N 0.6143 -1.6991 -0.0657
N -1.5241 -0.4068 -0.9675
S 2.0989 -1.1352 -0.1753
H -0.0645 1.9022 -0.6235
H 0.2338 0.7665 -1.7271
H -0.0140 0.1765 2.0022
H -1.6591 -0.5572 1.7413
H -1.5214 1.2019 1.5159
H 3.4757 1.7631 0.0707
H 0.3794 -2.2369 0.7764
H 2.1698 -0.9399 -1.5023
H -1.0967 -0.4930 -1.8515
H -2.1376 -1.0957 -0.6859
```

Summary:
net charge	+1
E_HOMO	-13.272	eV

Taken from the natural (NBO) analysis, the atomic charges in e are:
1 C 0.190
2 C -0.590
3 C 0.515
4 C -0.672
5 N -0.539
6 N -1.051
7 N -0.710
8 S 0.842
9 H 0.302
10 H 0.242
11 H 0.253
12 H 0.239
13 H 0.274
14 H 0.399
15 H 0.405
16 H 0.102
17 H 0.400
18 H 0.400

---

Entry 2
Computed, not measured: a 2-piece molecular cluster, C4H10N3S overall, with ωB97M-V/def2-TZVPD.

```
18
C4H10N3S (ωB97M-V/def2-TZVPD)
C 1.7877 0.4297 0.0423
C -2.4298 -0.3187 0.3470
C -1.1211 -0.9444 0.7049
C -1.1488 0.5165 0.3639
N 2.2350 0.1784 1.2058
N -0.5796 1.0916 -0.7656
N -0.4965 0.4923 -1.8961
S 2.8229 0.2063 -1.3953
H -2.8759 -0.5293 -0.6310
H -3.0558 -0.0882 1.0730
H -1.2710 -1.2517 1.7475
H -0.8362 -1.6764 -0.0086
H -1.0042 1.2012 1.2417
H 1.5817 0.2822 1.9931
H 3.0465 -0.4013 1.3015
H -0.5380 -0.5004 -2.0291
H 3.8993 0.2134 -0.7207
H -0.0161 1.0987 -2.5741
```

Summary:
net charge	+1
E_HOMO (alpha / beta)	-12.428 / -12.429	eV

Taken from the natural (NBO) analysis, the atomic charges in e are:
1 C -0.017
2 C -0.322
3 C -0.431
4 C -0.145
5 N -0.741
6 N 0.090
7 N -0.411
8 S 0.044
9 H 0.228
10 H 0.228
11 H 0.261
12 H 0.229
13 H 0.251
14 H 0.416
15 H 0.389
16 H 0.393
17 H 0.113
18 H 0.427

---

Winner for stability: entry 1